Here is a molecular structure, C22H30AsBF2IN6O2Ru at a distorted geometry from OMol25. Energies are from wB97M-V/def2-TZVPD.

Results
LUMO energy (alpha / beta): -0.3 / -0.7 eV
max |F|: 2.7 eV/Å
⟨S²⟩: 0.76
2S+1: 2
HOMO-LUMO gap (alpha / beta): 0.2664 / 0.2548 Ha
HOMO (alpha / beta): -7.596 / -7.589 eV
molecular weight: 762.23 g/mol
ΔE to the lowest compared entry with this formula, charge and spin: 221.7 kJ/mol

Cartesian coordinates (Å):
H1 1.0982 -0.6580 -5.7240
As1 3.4248 0.6117 -0.1671
H2 1.2901 -1.9924 -3.6912
C1 5.1614 0.3161 0.6782
N1 0.6492 2.9320 1.9676
H3 -1.0875 3.0936 -0.6827
C2 3.3550 0.2645 -2.0842
H4 -0.4764 -4.3449 2.6341
Ru1 0.0194 -0.2071 0.8603
C3 -0.0189 -0.2961 -3.9392
B1 0.1728 -0.4559 2.9177
C4 -1.9436 -0.2432 1.1717
C5 -5.1217 1.2031 1.4372
C6 -1.1104 0.3506 -1.8844
C7 -3.1612 -0.2207 1.1665
H5 -4.8104 -0.9014 3.1781
C8 3.1961 -4.6390 1.7908
H6 -4.7950 1.5165 2.4261
H7 -4.7781 -2.1982 1.9820
H8 -0.6508 -0.6406 -5.9529
H9 3.4168 -0.7973 -2.3019
N2 0.0001 2.3243 0.9472
H10 0.9778 4.9462 2.6133
H11 1.0325 2.3824 2.7198
H12 4.1918 0.7930 -2.5412
H13 -6.2092 1.2227 1.4015
C9 3.3943 2.5735 -0.1824
N3 -0.4211 -0.5872 -1.1622
C10 0.1757 -0.1699 -5.4145
C11 -4.6195 -0.2140 1.1322
O1 2.1456 0.2227 0.8063
H14 4.2255 2.9672 -0.7654
H15 -4.7108 0.0388 -1.0207
H16 -4.7020 -1.6423 -0.4936
N4 0.4808 -4.4436 2.3442
C12 2.4223 -3.6162 1.2558
N5 3.8242 -5.4946 2.2416
H17 2.4171 0.6713 -2.4717
H18 3.4682 2.9530 0.8377
H19 0.8687 -2.2133 -1.2653
C13 3.0337 -2.6688 0.4752
C14 -0.2146 4.5387 0.7665
H20 -6.1694 -0.6672 -0.3061
H21 1.0820 -5.0684 2.8526
C15 0.5362 4.2837 1.8981
H22 -4.7332 1.9105 0.7083
C16 0.6294 -1.2993 -3.1921
F1 0.2420 -1.5735 3.6288
F2 0.4638 0.5889 3.7103
H23 5.0504 0.5598 1.7376
C17 -5.0819 -0.6494 -0.2647
C18 -5.1460 -1.1956 2.1864
H24 5.4879 -0.7149 0.5716
C19 -0.5236 3.3024 0.2056
H25 0.2164 0.8761 -5.7148
O2 0.2762 -2.6679 0.9652
H26 -1.4875 1.2789 -3.7466
C20 0.9999 -3.5117 1.5105
H27 2.4530 2.9150 -0.6167
H28 -1.8357 0.9256 -1.3189
N6 3.5457 -1.8652 -0.1886
C21 -0.9219 0.5228 -3.2234
I1 -0.7698 6.4193 0.0406
C22 0.4116 -1.4237 -1.8496
H29 -6.2342 -1.2078 2.1695
H30 5.8969 0.9841 0.2316



Here is a molecular structure, C22H30BBr2N8S2Ti at a distorted geometry from OMol25. Energies are from wB97M-V/def2-TZVPD.

Results
charge: +2
LUMO energy (alpha / beta): -6.6 / -6.5 eV
max |F|: 2.0 eV/Å
⟨S²⟩: 0.75
2S+1: 2
HOMO-LUMO gap (alpha / beta): 0.2537 / 0.2561 Ha
HOMO (alpha / beta): -13.487 / -13.497 eV
molecular weight: 689.16 g/mol
ΔE to the lowest compared entry with this formula, charge and spin: 0.0 kJ/mol

Cartesian coordinates (Å):
H1 -0.3435 0.5054 -3.7361
C1 0.8931 1.8860 4.2979
C2 -0.8039 -3.0944 2.0181
H2 -5.4609 0.1121 -2.7942
H3 2.9837 1.7851 3.8238
C3 -1.7731 -3.6395 -0.3051
S1 -1.4991 0.7589 -0.0782
H4 -1.2417 1.7081 4.5431
H5 -1.3428 2.1037 -4.4537
H6 -0.7406 -4.1428 2.3100
C4 1.7770 0.6482 2.4645
C5 5.2055 -0.3910 1.2385
Br1 1.1441 3.0071 5.7468
N1 0.5402 0.2559 2.0887
N2 1.4448 3.2301 -1.3262
H7 -5.5082 0.1920 -0.1495
C6 -4.5275 -0.2724 -0.2105
N3 2.5268 -0.7881 0.6951
C7 -2.5460 0.6472 -1.4775
H8 -1.5069 -3.3477 -2.4228
H9 -2.0049 -1.7998 0.8084
C8 -4.4310 0.3756 -2.6253
H10 3.1391 -2.0557 -0.8133
H11 1.1834 -2.5575 2.1881
H12 0.0892 -1.5807 -2.2192
H13 2.4682 3.7615 0.4209
H14 4.5217 0.9360 2.7764
C9 2.9038 0.0401 1.6819
H15 -1.4710 0.2793 2.5360
H16 5.5540 -1.7941 -0.3626
C10 -0.3124 3.8141 -2.4999
C11 4.8254 -1.2618 0.2318
N4 0.5104 -2.6605 1.4342
H17 3.1258 2.3638 -0.4747
B1 -0.9909 1.4869 -3.4800
H18 0.9164 5.3178 -1.4384
H19 -1.1141 4.3150 -3.0135
N5 -0.0640 -2.1784 -1.4063
H20 -4.6455 -1.3534 -0.2736
S2 1.5376 0.4974 -1.6916
C12 2.6821 3.3510 -0.5648
C13 -1.4425 -2.7658 -1.5044
H21 0.8639 -3.4301 0.8736
H22 -2.1430 -1.9352 -1.5871
N6 -3.8315 0.2318 -1.3912
N7 -2.3283 1.0560 -2.7292
H23 0.5857 -2.9528 -1.5226
C14 1.9895 1.4719 3.5437
C15 0.6764 4.3093 -1.7273
C16 3.4767 -1.4178 -0.0065
H24 3.3753 4.0072 -1.0860
C17 -1.9250 -2.8728 1.0222
Br2 6.9974 -0.1029 1.6028
H25 -1.0081 -4.4220 -0.2199
C18 -0.3708 1.4348 3.9651
C19 0.9188 2.1109 -1.8531
H26 -3.9546 -0.0153 0.6741
H27 -3.5468 1.1554 -4.4896
H28 -2.6961 -4.1749 -0.5266
N8 -0.1571 2.4441 -2.5648
C20 -3.4931 0.8860 -3.4493
Ti1 0.4724 -0.7302 0.2238
C21 -0.4989 0.6287 2.8525
H29 -0.9673 -2.5134 2.9247
H30 -2.8671 -3.1310 1.5076
C22 4.2299 0.2674 1.9805



Here is a molecular structure, C22H30BF4INO4PRhS4Sb at a distorted geometry from OMol25. Energies are from wB97M-V/def2-TZVPD.

Results
charge: -2
LUMO energy (alpha / beta): 3.5 / 3.5 eV
max |F|: 1.5 eV/Å
⟨S²⟩: 6.04
2S+1: 5
HOMO-LUMO gap (alpha / beta): 0.1733 / 0.1894 Ha
HOMO (alpha / beta): -1.257 / -1.694 eV
molecular weight: 970.10 g/mol
ΔE to the lowest compared entry with this formula, charge and spin: 0.0 kJ/mol

Cartesian coordinates (Å):
C1 -0.9648 -2.5289 3.7100
H1 -0.3362 0.1796 -5.8424
H2 1.5694 -2.0078 3.0900
H3 -1.2376 -2.6534 -2.0906
H4 -5.4803 1.0132 0.0312
C2 -2.5236 -1.6037 2.0266
Rh1 0.1185 0.8057 1.0941
C3 0.3738 0.6872 -3.8615
C4 -4.9549 1.5078 2.0622
C5 -4.6912 1.2671 0.7242
H5 2.1725 -2.5748 -0.8733
H6 2.9607 -0.9083 1.1264
C6 3.0032 -1.9166 1.5305
P1 0.1767 -1.5597 1.2418
C7 1.5864 -3.9030 2.0758
F1 -0.1193 3.3349 1.0549
H7 0.6031 -4.2950 2.3413
O1 2.3075 1.6925 -1.0213
S1 2.4150 1.5587 0.6903
C8 -3.3806 1.3790 0.2868
H8 -1.3440 -3.3856 1.7650
F2 -1.7785 4.8980 0.7467
F3 0.1552 5.4874 1.8517
C9 -2.6384 1.9856 2.3317
C10 -3.9101 1.9241 2.8704
F4 0.2047 5.0863 -0.4155
S2 3.1186 -0.5527 5.2557
H9 -4.0720 2.1788 3.9085
C11 1.6404 -2.3730 2.0601
H10 2.6195 3.3155 -7.7541
I1 -3.0994 1.2448 -1.8025
S3 0.1807 0.8556 3.3921
H11 3.7213 -1.9174 2.3509
N1 -2.3491 1.6486 1.0684
C12 1.2023 1.3753 -1.6397
H12 3.3709 -2.5866 0.7476
H13 2.3104 -4.2646 2.8107
H14 1.0775 -2.6525 -2.2585
H15 1.3094 -1.1323 -1.3982
H16 -0.4140 0.1576 -3.3425
C13 2.3922 2.0329 -3.7264
H17 -2.1200 -2.6910 -0.5582
H18 -5.9607 1.3992 2.4482
H19 -2.7074 -1.3226 0.9905
H20 -1.4029 -1.1740 -1.1407
H21 -1.8828 -2.8702 4.2002
H22 -3.3782 -2.1880 2.3831
O2 3.3145 2.6335 -5.9382
C14 -1.2623 -2.2545 -1.0713
Sb1 2.4307 1.4212 4.1989
H23 -0.1729 -3.2367 3.9494
H24 3.1330 2.5550 -3.1390
H25 1.8643 -4.3114 1.1006
S4 2.0991 2.9177 5.9524
H26 -0.6936 -1.5653 4.1375
H27 0.0921 -3.6112 -0.0847
O3 0.1532 1.0748 -1.0654
H28 -1.7967 2.3019 2.9326
C15 2.8589 2.3708 -7.2497
C16 0.0515 -2.5489 -0.3504
H29 -2.4670 -0.6924 2.6184
C17 0.4097 0.6914 -5.2501
C18 -1.2234 -2.3884 2.2067
H30 3.6428 1.8515 -7.8138
C19 2.4020 2.0351 -5.0921
C20 1.3353 1.3473 -3.0972
C21 1.4368 1.3844 -5.8436
O4 1.7001 1.5561 -7.1853
B1 -0.3782 4.7252 0.8098
C22 1.2265 -2.2107 -1.2678



Here is a gas-phase ion, C22H30BrN2O4 (charge +1) from OMol25. Energies are from wB97M-V/def2-TZVPD.

Results
charge: +1
LUMO energy: -1.9 eV
max |F|: 0.9 eV/Å
SMILES: COc1ccccc1N1CC[NH+](C[C@H](O)COCCOc2ccc(Br)cc2)CC1
HOMO-LUMO gap: 0.3176 Ha
HOMO: -10.588 eV
molecular weight: 466.40 g/mol

Cartesian coordinates (Å):
H1 -1.2072 -0.7706 -2.1480
H2 -1.1215 3.4572 -0.6073
H3 -2.9267 -0.4227 -2.4667
H4 1.2879 4.9565 -0.7097
C1 -2.1239 -0.3090 -1.7379
C2 -4.2210 -4.0211 -1.5628
C3 4.9818 -2.5027 0.1207
H5 -2.7667 -2.7327 -2.4382
H6 -0.0289 2.9164 0.6880
C4 -5.0015 -4.2780 -0.4545
O1 3.4934 1.3204 0.6563
H7 -0.5587 -1.2584 0.1843
C5 -0.3439 2.7430 -0.3430
H8 2.2759 -0.8161 1.2188
H9 2.7171 4.0797 -1.3020
H10 -2.7857 1.6593 -1.1525
O2 1.5636 1.6524 -1.2977
C6 4.2771 2.4858 0.4544
C7 -4.9557 -3.4321 0.6428
H11 0.0470 0.8686 -0.8289
O3 -4.0383 -1.4197 1.6710
C8 1.8175 3.9967 -0.6873
H12 -4.6596 -2.5361 3.3111
H13 6.7771 -1.6048 -0.6191
H14 -4.2519 -4.6769 -2.4181
C9 -1.4974 -0.7739 0.5119
H15 -5.6536 -5.1365 -0.4335
H16 0.6211 3.1371 -2.2787
H17 -5.9333 -1.5740 2.5088
H18 -0.4546 0.8349 1.5251
C10 -1.2396 0.7073 0.7785
H19 -4.6628 -0.7624 3.4544
H20 2.1760 1.5854 -0.5304
Br1 5.6127 -4.2814 -0.1216
N1 -0.8224 1.3547 -0.4821
H21 -1.8336 -1.2495 1.4311
H22 3.4477 3.5749 2.1231
O4 2.1228 3.6623 0.6544
H23 -1.5450 1.6596 -2.4354
C11 3.2547 -1.0025 0.8044
H24 4.4719 2.6229 -0.6183
N2 -2.5326 -0.8890 -0.4856
H25 5.9743 0.6829 -0.3283
C12 -1.8705 1.1832 -1.5100
C13 -4.1335 -2.3163 0.6383
C14 3.7109 -2.2925 0.6363
C15 -3.3291 -2.0555 -0.4878
C16 5.3312 -0.1367 -0.0521
H26 -2.1594 1.1776 1.1304
C17 0.9092 2.8947 -1.2506
C18 5.7900 -1.4328 -0.2203
C19 -4.8776 -1.5988 2.7911
H27 3.9732 4.6046 0.7645
H28 -5.5790 -3.6478 1.4950
C20 -3.3844 -2.9169 -1.5728
H29 5.2330 2.4159 0.9819
C21 4.0617 0.0814 0.4629
C22 3.4805 3.6641 1.0355
H30 3.0899 -3.1320 0.9060